No. 1
C33H37N2OPtS3Si | wB97M-V/def2-TZVPD

```
78
Properties=species:S:1:pos:R:3:forces:R:3:lowdin_charge:R:1
Pt -1.38839 -1.26538 -1.10059 1.0 0.5 -0.5 0.52
S -1.84114 -1.39030 1.08419 -0.2 -0.2 0.5 0.78
C -1.33915 0.17351 1.61055 -0.1 0.2 -0.1 -0.54
N -0.91026 0.39667 2.81117 0.0 0.0 -0.1 -0.03
C -0.50931 1.76746 3.20911 0.0 0.0 -0.1 -0.05
C -1.43690 2.76200 2.56346 -0.1 -0.1 0.0 -0.05
N -1.46959 2.53564 1.10387 -0.2 -0.3 -0.2 -0.05
C -1.57768 3.70767 0.20197 0.0 -0.1 0.0 -0.08
C -0.24159 4.05316 -0.41349 -0.1 0.1 -0.1 -0.23
C -0.17911 4.26926 -1.78586 0.1 0.0 0.1 -0.05
C 1.01107 4.68043 -2.37191 0.0 0.0 0.0 -0.06
C 2.14315 4.85716 -1.59019 0.0 0.0 0.0 -0.05
C 2.08796 4.62421 -0.22015 0.0 0.0 0.0 -0.05
C 0.89776 4.22947 0.36814 0.0 0.0 0.0 -0.03
C -1.48485 1.31481 0.64517 0.3 0.1 0.3 -0.53
S -1.68313 0.98685 -1.02163 -0.4 0.2 -0.1 0.82
C -0.70550 -0.67487 3.83014 -0.1 0.0 0.0 -0.07
C 0.63182 -0.52764 4.48925 0.1 -0.1 0.1 -0.25
C 0.69885 -0.22975 5.84664 0.1 0.0 0.0 -0.03
C 1.93457 -0.12028 6.46882 0.0 0.0 -0.1 -0.04
C 3.09716 -0.30625 5.73316 -0.1 0.0 0.0 -0.04
C 3.02999 -0.59647 4.37455 0.0 0.0 0.0 -0.05
C 1.79959 -0.71119 3.74888 0.0 0.0 -0.1 -0.03
H 0.53326 1.90190 2.91335 0.0 0.1 0.0 0.15
H -0.56280 1.82930 4.29398 0.0 0.0 0.0 0.15
H -1.11563 3.78313 2.75158 0.1 0.0 0.0 0.15
H -2.46095 2.65493 2.93386 0.0 0.1 0.0 0.16
H -2.00900 4.51474 0.79430 0.1 0.0 0.0 0.15
H -2.29422 3.46469 -0.58601 -0.1 0.0 0.1 0.11
H -1.06548 4.14801 -2.39719 0.0 0.0 0.0 0.12
H 1.04627 4.88015 -3.43423 0.0 0.0 0.0 0.12
H 3.06601 5.19468 -2.04161 0.0 0.0 0.0 0.12
H 2.96592 4.77810 0.39149 0.0 0.0 0.0 0.12
H 0.86947 4.08645 1.44221 0.0 0.0 0.0 0.11
H -0.83305 -1.63730 3.33142 0.1 0.1 0.0 0.09
H -1.51474 -0.55972 4.55536 0.0 0.0 0.0 0.15
H -0.20833 -0.10121 6.42520 0.0 0.0 0.0 0.12
H 1.98850 0.10321 7.52488 0.0 0.0 0.0 0.12
H 4.05910 -0.23825 6.22189 0.0 0.0 0.0 0.12
H 3.93933 -0.74529 3.80940 0.0 0.0 0.0 0.11
H 1.74913 -0.94918 2.68765 0.0 0.0 0.1 0.09
O 1.48959 -0.92161 0.29660 0.1 0.0 -0.3 -0.42
S 1.01397 -1.73952 -0.82881 -0.1 -0.4 0.8 0.86
C 1.95232 -3.20057 -1.06092 0.1 0.0 -0.1 -0.37
C 3.33684 -3.12891 -0.92161 0.0 0.0 0.0 -0.04
C 4.07013 -4.27803 -1.15516 0.0 0.0 0.0 -0.02
C 3.42667 -5.45731 -1.51827 0.0 0.0 0.0 -0.01
C 2.04544 -5.50859 -1.64640 0.0 0.0 0.0 -0.03
C 1.29036 -4.37015 -1.41078 0.0 0.0 0.0 -0.07
C 1.02936 -0.80587 -2.31838 0.2 -0.2 -0.1 -0.42
C 1.77646 0.34958 -2.46570 -0.1 0.1 -0.1 -0.03
C 1.62553 1.06182 -3.64714 0.0 0.0 0.1 0.00
C 0.72726 0.64042 -4.62908 -0.1 -0.1 -0.1 -0.01
C -0.03968 -0.50058 -4.45330 0.0 0.2 -0.1 -0.04
C 0.10944 -1.24452 -3.28380 -0.5 0.1 0.3 -0.16
H 3.82060 -2.20687 -0.62808 0.0 0.0 0.0 0.13
H 5.14630 -4.25723 -1.05636 0.0 0.0 0.0 0.13
H 4.01096 -6.35031 -1.69289 0.0 0.0 0.0 0.13
H 1.55811 -6.43456 -1.91590 0.0 0.0 0.0 0.13
H 0.20920 -4.40149 -1.48344 0.0 0.0 0.0 0.10
H 2.44287 0.67939 -1.68043 0.0 0.0 0.0 0.13
H 2.21430 1.95488 -3.80806 0.0 0.0 0.0 0.13
H 0.63372 1.20749 -5.54497 0.0 0.0 0.0 0.13
H -0.71730 -0.82851 -5.22946 0.0 0.0 0.0 0.13
H -0.41558 -2.19810 -3.16544 0.2 -0.2 -0.2 0.11
C -3.55054 -0.79455 -3.56216 -0.2 -0.1 0.0 -0.18
Si -3.79514 -1.39516 -1.82918 0.1 0.1 -0.1 0.52
C -5.01532 -0.48599 -0.79859 0.0 -0.1 0.0 -0.18
C -3.63151 -3.22791 -1.56740 0.0 0.0 0.0 -0.18
H -4.53370 -0.79395 -4.04805 0.0 0.0 0.0 0.07
H -2.90528 -1.44541 -4.15163 0.0 0.0 0.0 0.03
H -3.18095 0.23053 -3.61132 0.0 0.0 0.0 0.04
H -6.01621 -0.71174 -1.18197 0.0 0.0 0.0 0.07
H -4.87952 0.59310 -0.87143 0.0 0.0 0.0 0.04
H -4.99148 -0.79400 0.24668 0.0 0.0 0.0 0.04
H -4.63946 -3.63202 -1.73899 0.0 0.0 0.0 0.08
H -3.36104 -3.52928 -0.55415 0.0 0.0 0.0 0.03
H -2.97485 -3.71898 -2.28681 0.0 0.0 0.0 0.04
```
Forces are in eV/Å.

Summary:
- Energy above the lowest of the compared OMol25 structures with the same formula, charge and spin: 19.3 kcal/mol
- Orbital gap (spin up / spin down): 5.28 / 5.28 eV
- 2S+1: 1
- Maximum force: 1.2 eV/A
- Net charge: +3


No. 2
C33H38AsCoN4S | wB97M-V/def2-TZVPD

```
78
Properties=species:S:1:pos:R:3:forces:R:3:lowdin_charge:R:1
Co 0.74090 0.33495 0.53431 0.2 -1.6 -0.2 0.28
N 2.74967 -0.78074 2.80631 -0.1 -0.2 -0.1 0.15
C 1.51230 -0.43363 3.31618 0.0 -0.1 -0.1 -0.25
C 1.33767 -0.59031 4.69905 0.0 -0.1 0.0 0.02
C 0.14322 -0.25177 5.27434 -0.1 0.0 0.0 -0.01
C -0.86768 0.25978 4.45691 0.0 -0.1 0.1 -0.02
C -0.62018 0.36994 3.11916 0.1 0.0 0.0 -0.16
N 0.54239 0.00744 2.51349 -0.3 0.6 0.1 0.05
C 3.42850 -0.23762 1.73512 0.0 0.0 0.1 -0.28
C 4.82051 -0.41998 1.70436 0.0 0.0 0.0 0.01
C 5.55507 0.17556 0.71507 0.0 0.0 -0.1 -0.01
C 4.89120 0.96819 -0.22737 0.0 0.0 0.0 -0.01
C 3.53089 1.06296 -0.14954 -0.1 0.1 0.0 -0.09
N 2.77297 0.43211 0.78784 -0.1 0.1 0.0 0.08
H 3.35390 -1.21641 3.48510 0.0 0.0 0.0 0.15
H 2.16207 -0.95258 5.29852 0.0 0.0 0.0 0.13
H -0.00073 -0.35468 6.34128 0.0 0.0 0.0 0.13
H -1.81895 0.57502 4.85972 0.0 0.0 0.0 0.13
H -1.36773 0.80003 2.47631 0.0 0.1 0.0 0.06
H 5.29700 -1.00778 2.47795 0.0 0.0 0.0 0.13
H 6.62898 0.05187 0.68064 0.0 0.0 0.0 0.13
H 5.42480 1.49968 -1.00119 0.0 0.0 0.0 0.13
H 2.99434 1.68694 -0.85048 -0.1 0.0 0.0 0.11
N 1.07626 0.01197 -1.38665 0.1 0.4 -0.1 0.01
C 0.68933 0.95362 -2.43163 0.0 0.0 -0.1 -0.24
C 0.42288 0.44161 -3.69504 0.1 0.0 0.0 -0.04
C 0.05350 1.28649 -4.72471 0.0 0.0 0.0 -0.05
C -0.04838 2.64909 -4.47787 0.0 0.0 0.0 -0.04
C 0.21502 3.14662 -3.21488 0.0 0.0 -0.1 -0.01
C 0.60108 2.31295 -2.15886 0.0 0.0 0.1 -0.12
C 0.83474 2.89577 -0.81000 -0.3 -0.1 0.0 -0.19
C 1.23909 4.23356 -0.72840 0.0 0.0 0.0 -0.02
C 1.30631 4.90451 0.47726 0.0 0.1 0.0 -0.05
C 0.93071 4.25334 1.63913 -0.1 0.0 0.0 -0.05
C 0.57957 2.91051 1.59253 0.0 0.1 -0.2 -0.08
C 0.57210 2.21446 0.38550 0.4 0.1 0.3 -0.15
H 0.65865 -0.88655 -1.62330 0.0 -0.1 0.1 0.01
H 2.07954 -0.15323 -1.45088 0.0 0.0 -0.1 0.10
H 0.50676 -0.62490 -3.87406 0.0 0.0 0.0 0.13
H -0.15999 0.88469 -5.70542 0.0 0.0 0.0 0.12
H -0.33907 3.32511 -5.27013 0.0 0.0 0.0 0.12
H 0.09401 4.20484 -3.03190 0.0 0.0 0.0 0.12
H 1.51114 4.75430 -1.63718 0.0 0.0 0.0 0.12
H 1.62716 5.93678 0.50502 0.0 0.0 0.0 0.12
H 0.93035 4.77516 2.58704 0.0 0.0 0.0 0.12
H 0.30924 2.43032 2.51806 0.1 0.0 0.0 0.08
C 2.66283 -3.17276 0.20760 0.0 0.0 0.0 -0.36
S 0.91929 -2.74868 0.01891 0.1 0.1 0.0 0.78
C 0.16062 -4.29711 0.54758 0.0 0.0 0.1 -0.35
H 2.88700 -3.40534 1.24727 0.0 0.0 0.0 0.05
H 3.25780 -2.31656 -0.10813 0.0 0.0 0.0 0.02
H 2.91030 -4.02324 -0.42434 0.0 0.0 0.0 0.06
H 0.50572 -5.10504 -0.09406 0.0 0.0 0.0 0.06
H -0.91805 -4.19948 0.44391 0.0 0.0 0.0 0.02
H 0.40654 -4.51013 1.58593 0.0 0.0 0.0 0.05
C -2.70730 1.39547 0.13030 0.0 0.0 0.0 -0.22
As -1.56130 -0.16335 0.06096 -0.2 0.5 0.0 1.22
C -2.49656 -1.40061 1.22398 0.1 0.0 0.0 -0.21
C -1.96406 -0.83420 -1.74599 0.0 -0.1 0.0 -0.28
C -3.34217 -1.42002 -1.85425 0.0 0.0 -0.1 -0.32
C -4.42918 -0.61674 -2.18466 0.0 0.0 0.0 -0.05
C -5.70013 -1.16503 -2.29224 0.0 0.0 0.0 -0.06
C -5.89282 -2.52145 -2.07783 0.0 0.0 0.0 -0.06
C -4.81114 -3.33206 -1.75900 0.0 0.0 0.0 -0.06
C -3.54375 -2.78264 -1.64818 0.0 0.0 0.0 -0.07
H -3.73276 1.09157 -0.07502 0.0 0.0 0.0 0.04
H -2.37590 2.12193 -0.61015 0.0 0.0 0.0 0.05
H -2.66361 1.86255 1.11282 0.0 0.0 0.0 0.04
H -3.43882 -1.65597 0.74310 0.0 0.0 0.0 0.04
H -2.70020 -0.92853 2.18059 0.0 0.0 0.0 0.03
H -1.91001 -2.30095 1.39268 0.0 0.0 0.0 0.02
H -1.22137 -1.58300 -2.02597 0.0 0.0 0.0 0.06
H -1.84914 0.03072 -2.39793 0.0 0.0 0.0 0.08
H -4.28229 0.43934 -2.38111 0.0 0.0 0.0 0.11
H -6.53720 -0.53284 -2.55608 0.0 0.0 0.0 0.11
H -6.88069 -2.95056 -2.17481 0.0 0.0 0.0 0.11
H -4.95493 -4.39352 -1.60781 0.0 0.0 0.0 0.11
H -2.69784 -3.42173 -1.41481 0.0 0.0 0.0 0.11
```
Forces are in eV/Å.

Summary:
- Energy above the lowest of the compared OMol25 structures with the same formula, charge and spin: 15.4 kcal/mol
- Orbital gap (spin up / spin down): 7.58 / 7.58 eV
- 2S+1: 1
- Maximum force: 1.6 eV/A
- Net charge: +2


No. 3
C33H38AsN3O7Pm | wB97M-V/def2-TZVPD

```
83
Properties=species:S:1:pos:R:3:forces:R:3:mulliken_spin:R:1
Pm -0.25196 -0.22619 -0.19831 -0.6 0.3 -0.4 4.02
C -0.72002 0.54479 -3.52148 1.7 -1.0 -0.4 0.00
O 0.12079 0.75979 -2.34143 1.2 1.2 -1.1 0.00
C 1.04230 1.87057 -2.34928 -0.2 -1.4 1.4 0.01
C 0.84554 2.96375 -3.15093 1.1 -0.2 0.6 0.00
C 1.72678 4.04501 -2.99443 -0.2 0.4 -0.8 0.00
C 2.80747 3.97323 -2.10422 -1.0 0.1 0.4 0.00
C 2.96693 2.88916 -1.23057 -1.2 -1.4 -1.6 0.00
C 2.06457 1.78888 -1.36264 0.5 1.4 -0.9 -0.01
N 2.05148 0.70447 -0.46226 -0.4 -0.1 -0.5 -0.01
N 3.14685 0.39489 0.07002 -0.6 0.2 0.9 0.00
C 3.08216 -0.39415 1.21426 1.6 0.8 -0.7 0.01
C 1.96200 -0.53939 2.01579 0.5 -1.3 1.9 -0.01
O 0.77512 -0.20697 1.66816 -0.3 0.2 0.7 0.00
C 2.11742 -1.22822 3.32726 0.1 -0.1 -1.2 0.00
C 3.29636 -1.80412 3.68358 -0.8 1.7 -1.7 0.00
C 4.46447 -1.54616 2.88360 0.3 0.5 0.1 0.00
C 5.71629 -1.95653 3.29573 1.0 -0.8 -0.3 0.00
C 6.77417 -1.83940 2.39466 1.6 -0.6 1.8 0.00
C 6.71107 -1.16413 1.20200 -1.3 -0.6 0.2 0.00
C 5.49043 -0.66942 0.85309 1.1 1.1 -0.4 0.00
C 4.41590 -0.79615 1.67882 -3.0 -1.1 0.6 0.00
H -0.10071 0.55061 -4.51834 -1.2 0.3 2.0 0.00
H -1.53925 1.22334 -3.43526 -0.5 0.6 -0.6 0.00
H -1.09713 -0.46589 -3.33238 0.0 0.2 -0.4 0.00
H 0.06648 2.85448 -3.86498 -0.5 0.7 -0.6 0.00
H 1.54274 4.97309 -3.60244 0.4 -1.1 0.7 0.00
H 3.36680 4.88204 -1.97710 0.5 0.0 0.0 0.00
H 3.78341 2.74012 -0.54954 0.2 0.4 0.4 0.00
H 1.19858 -1.41033 3.87026 0.0 0.1 0.1 0.00
H 3.34008 -2.44121 4.51584 0.3 -0.6 1.1 0.00
H 5.84693 -2.42476 4.28542 0.0 0.1 -0.7 0.00
H 7.75241 -2.22545 2.68721 -0.3 0.0 0.1 0.00
H 7.48342 -1.11577 0.48374 1.1 0.1 -0.2 0.00
H 5.45651 -0.03859 -0.00166 -0.5 0.1 -0.8 0.00
C -2.51174 3.24666 -1.56514 0.3 0.8 0.6 0.00
C -2.81667 3.28449 -0.09543 0.3 0.1 1.4 0.00
As -1.42491 2.49050 1.09751 0.8 0.1 -2.6 0.00
C -2.31256 2.06934 2.69850 -0.5 0.1 0.4 0.00
C -3.07992 0.83101 2.37630 0.4 -2.5 -1.4 0.00
C -0.34310 4.08262 1.37102 0.2 -0.4 2.9 0.00
C 0.38059 4.63790 0.20550 1.0 1.5 0.9 0.00
H -2.92068 4.18166 -1.94549 0.3 -0.1 -0.6 0.00
H -3.02656 2.43527 -2.00134 -0.3 -1.0 -0.8 0.00
H -1.43240 3.18215 -1.69880 0.0 0.1 -0.5 0.00
H -3.78883 2.87602 0.12686 -0.3 -0.3 0.2 0.00
H -2.83962 4.32283 0.20594 -0.1 0.3 0.4 0.00
H -2.91789 2.87823 3.05904 -0.5 0.5 0.1 0.00
H -1.61601 1.86028 3.47922 0.8 -0.1 0.5 0.00
H -3.78320 0.87209 1.53136 0.0 0.5 0.3 0.00
H -3.56730 0.35529 3.19026 -0.8 0.1 1.0 0.00
H -2.41367 -0.03416 2.04805 -0.3 1.3 0.4 0.00
H 0.36669 3.74543 2.18764 -0.7 0.5 -0.7 0.00
H -1.01594 4.84015 1.80066 0.3 -0.2 0.1 0.00
H 0.74381 3.88554 -0.40367 0.5 -1.4 -1.5 0.00
H 1.26689 5.28469 0.42556 -0.7 -0.6 0.4 0.00
H -0.27389 5.29182 -0.29529 -0.8 0.6 -1.2 0.00
O -2.53932 -0.00074 -0.95774 -0.6 -1.7 0.3 0.00
C -2.78223 -1.16773 -0.43688 1.9 1.7 0.4 0.00
O -1.97582 -1.58790 0.47514 -1.1 -0.6 -0.6 0.00
C -3.88386 -1.99897 -0.88975 -1.3 -0.7 -0.6 0.00
C -4.68471 -1.55373 -1.94589 -0.3 -1.4 0.6 0.00
C -5.81450 -2.33751 -2.35720 0.2 2.5 -2.8 0.00
C -6.15210 -3.48188 -1.72721 1.5 0.1 2.1 0.00
C -5.31896 -3.84654 -0.63622 -0.2 -0.7 -0.7 0.00
C -4.16731 -3.22436 -0.24806 -0.9 1.8 -1.5 0.00
N -5.67453 -5.04255 0.12392 -2.8 0.2 -0.8 0.00
O -4.88582 -5.47330 0.90028 1.0 -0.9 1.0 0.00
O -6.83257 -5.45287 -0.04305 1.4 0.1 0.2 0.00
H -4.30348 -0.64804 -2.37859 -0.6 0.3 -0.5 0.00
H -6.43130 -2.04504 -3.30173 1.3 -0.3 1.9 0.00
H -7.01499 -4.04120 -1.95908 -0.7 -0.6 -0.2 0.00
H -3.54269 -3.56259 0.51465 0.7 -0.6 1.1 0.00
C 0.96126 -3.90310 0.73006 2.5 -1.0 1.4 0.00
C 1.37980 -3.22906 -0.51515 -0.5 0.4 0.4 0.00
C 2.71562 -3.51320 -1.05085 -0.6 0.3 -1.3 0.00
O 0.67285 -2.35716 -1.02572 0.0 0.3 0.0 0.00
H 0.94769 -5.02312 0.61400 -0.1 1.1 0.1 0.00
H 0.07823 -3.50773 1.13554 -1.5 0.3 0.2 0.00
H 1.77307 -3.66806 1.54409 -1.1 -0.5 -1.5 0.00
H 2.67076 -3.43442 -2.15048 0.3 0.0 0.5 0.00
H 3.08805 -4.44341 -0.70957 0.4 -1.0 0.2 0.00
H 3.33732 -2.74099 -0.63494 0.6 0.5 0.1 0.00
```
Forces are in eV/Å.

Summary:
- Energy above the lowest of the compared OMol25 structures with the same formula, charge and spin: 31.6 kcal/mol
- Orbital gap (spin up / spin down): 6.85 / 6.87 eV
- 2S+1: 5
- Maximum force: 3.7 eV/A
- Net charge: +1